# 1
Here is C47H44FeN5O2P2Se as an isolated structure from OMol25. Energies are from ωB97M-V/def2-TZVPD.

Output
max |F| = 0.82 eV/Å
total charge = +2
2S+1 = 6
lowest unoccupied orbital energy (spin up / spin down) = -5.0 / -6.3 eV
HOMO (spin up / spin down) = -0.4287 / -0.4287 Ha
frontier orbital gap (spin up / spin down) = 0.2452 / 0.1985 Eh

Last column: Mulliken charge in e.
Geometry (Å):
Fe: 0.266 -0.355 0.350  1.029
C: 0.982 -0.563 4.700  -1.000
C: 1.110 -0.445 3.317  -1.231
N: 0.142 -0.760 2.473  1.560
C: -0.995 -1.290 2.964  -1.102
C: -1.215 -1.450 4.333  1.486
C: -0.197 -1.038 5.210  -1.012
C: -2.439 -2.044 4.792  -1.007
C: -3.353 -2.494 3.911  -1.049
C: -3.121 -2.389 2.495  1.247
C: -3.991 -2.944 1.543  -1.033
C: -3.671 -2.857 0.214  -1.227
C: -2.508 -2.178 -0.159  -0.687
N: -1.681 -1.630 0.714  1.274
C: -1.968 -1.759 2.025  -0.342
H: 1.803 -0.274 5.342  0.571
H: 2.034 -0.086 2.879  0.531
H: -0.350 -1.120 6.280  0.474
H: -2.600 -2.145 5.859  0.469
H: -4.268 -2.963 4.252  0.472
H: -4.890 -3.454 1.873  0.488
H: -4.297 -3.299 -0.550  0.585
H: -2.246 -2.089 -1.204  0.807
C: -1.175 2.439 2.737  -0.164
C: 0.073 2.772 3.035  -0.618
P: 1.418 2.200 -0.373  2.072
C: 1.625 3.993 -0.302  0.028
C: 2.690 4.592 -0.977  -0.955
C: 2.868 5.960 -0.890  -0.763
C: 1.987 6.736 -0.140  -0.522
C: 0.922 6.144 0.523  -1.193
C: 0.740 4.769 0.444  0.138
C: 1.352 1.943 -2.187  0.775
C: 0.359 2.651 -2.872  -0.417
C: 0.196 2.499 -4.240  -0.706
C: 1.026 1.635 -4.945  -0.728
C: 2.013 0.928 -4.276  -0.720
C: 2.172 1.071 -2.901  -0.671
P: -1.699 1.088 -0.565  1.105
C: -2.033 0.426 -2.187  2.207
C: -3.121 0.796 -2.987  -1.035
C: -3.295 0.223 -4.237  -0.846
C: -2.380 -0.705 -4.720  -0.816
C: -1.281 -1.069 -3.947  -0.898
C: -1.119 -0.513 -2.694  -0.390
C: -2.935 2.370 -0.275  0.183
C: -4.237 2.015 0.085  -0.596
C: -5.187 3.001 0.308  -0.636
C: -4.846 4.342 0.179  -0.694
C: -3.550 4.702 -0.169  -0.819
C: -2.593 3.720 -0.385  -0.156
H: -1.957 3.191 2.652  0.340
H: -1.487 1.409 2.594  -0.060
H: 0.854 2.029 3.142  0.209
H: 0.363 3.802 3.221  0.324
H: 3.375 3.994 -1.567  0.378
H: 3.695 6.430 -1.408  0.440
H: 2.131 7.807 -0.077  0.424
H: 0.241 6.748 1.110  0.494
H: -0.086 4.299 0.962  0.749
H: -0.278 3.348 -2.337  0.262
H: -0.570 3.064 -4.757  0.502
H: 0.910 1.525 -6.017  0.432
H: 2.671 0.263 -4.823  0.457
H: 2.949 0.502 -2.412  0.384
H: -3.830 1.531 -2.624  0.467
H: -4.154 0.496 -4.838  0.458
H: -2.518 -1.143 -5.700  0.448
H: -0.556 -1.777 -4.328  0.508
H: -0.264 -0.820 -2.094  -0.037
H: -4.505 0.969 0.185  0.455
H: -6.197 2.723 0.586  0.441
H: -5.593 5.108 0.355  0.399
H: -3.284 5.747 -0.273  0.468
H: -1.581 4.005 -0.647  0.140
O: 3.061 1.824 -0.077  -0.461
C: 3.448 0.592 0.063  -0.273
C: 4.908 0.355 0.286  -0.694
C: 5.006 -1.149 0.115  -0.437
C: 3.562 -1.606 -0.010  -0.498
O: 3.219 -2.731 -0.169  -0.503
N: 2.671 -0.454 -0.003  0.738
H: 5.162 0.695 1.292  0.349
H: 5.504 0.938 -0.414  0.366
H: 5.504 -1.669 0.930  0.361
H: 5.519 -1.429 -0.805  0.361
C: 3.389 -4.931 1.997  -0.931
N: 2.608 -5.584 0.953  0.275
C: 2.983 -6.756 0.310  -0.500
C: 2.051 -7.006 -0.623  -0.447
N: 1.116 -5.984 -0.545  0.143
C: -0.051 -5.846 -1.403  -0.873
C: 1.462 -5.107 0.420  -0.033
Se: 0.468 -3.633 0.956  -0.320
H: 3.884 -5.690 2.598  0.388
H: 2.719 -4.343 2.616  0.296
H: 4.130 -4.271 1.549  0.258
H: 3.869 -7.308 0.578  0.487
H: 1.967 -7.820 -1.324  0.452
H: -0.198 -6.778 -1.942  0.303
H: 0.096 -5.034 -2.112  0.312
H: -0.924 -5.627 -0.797  0.332



# 2
Here is C47H45ClMoN2O6P2SSb as an isolated structure from OMol25. Energies are from ωB97M-V/def2-TZVPD.

Output
max |F| = 0.86 eV/Å
total charge = +3
2S+1 = 3
lowest unoccupied orbital energy (spin up / spin down) = -8.9 / -8.4 eV
energy relative to the best compared isomer or geometry (same formula, charge and spin) = 52.5 kJ/mol
HOMO (spin up / spin down) = -0.5782 / -0.5782 Ha
frontier orbital gap (spin up / spin down) = 0.2528 / 0.2708 Eh

Last column: Mulliken charge in e.
Geometry (Å):
Mo: -0.311 0.136 1.080  1.432
C: -3.769 2.465 4.384  -0.892
O: -2.445 1.918 4.164  -0.282
C: -2.121 1.353 3.042  0.806
O: -0.953 0.942 2.905  -0.638
N: -3.034 1.222 2.051  -0.195
N: -2.641 0.523 0.887  -0.495
H: -3.717 2.944 5.355  0.260
H: -4.501 1.658 4.412  0.376
H: -3.999 3.204 3.617  0.384
H: -4.012 1.441 2.186  0.304
H: -2.853 1.101 0.068  0.495
H: -3.156 -0.361 0.841  0.345
O: 0.056 -0.914 -0.692  0.169
P: 0.042 -2.366 -1.191  0.416
C: -1.399 -3.216 -0.483  -1.509
P: -1.477 -3.077 1.313  0.217
O: -1.231 -1.590 1.659  0.218
C: -0.285 -4.130 2.073  0.760
C: 0.824 -3.593 2.722  -0.226
C: 1.740 -4.448 3.315  -0.785
C: 1.542 -5.820 3.262  -0.553
C: 0.429 -6.354 2.619  -0.809
C: -0.492 -5.512 2.024  -0.839
C: -3.120 -3.517 1.820  0.575
C: -3.962 -4.291 1.022  -0.263
C: -5.207 -4.671 1.503  -0.800
C: -5.606 -4.281 2.773  -0.536
C: -4.767 -3.512 3.573  -0.747
C: -3.522 -3.131 3.104  -0.668
C: -0.131 -2.428 -2.955  0.741
C: -1.321 -2.003 -3.554  -0.502
C: -1.452 -2.041 -4.929  -0.903
C: -0.398 -2.502 -5.711  -0.549
C: 0.787 -2.917 -5.124  -0.850
C: 0.925 -2.885 -3.744  -0.521
C: 1.450 -3.306 -0.672  0.677
C: 1.442 -4.700 -0.790  -0.393
C: 2.538 -5.426 -0.363  -0.810
C: 3.640 -4.770 0.178  -0.743
C: 3.654 -3.388 0.286  -0.405
C: 2.558 -2.651 -0.140  -0.427
H: -1.368 -4.265 -0.781  0.731
H: -2.306 -2.771 -0.904  0.845
H: 0.980 -2.522 2.772  0.399
H: 2.602 -4.037 3.822  0.520
H: 2.253 -6.483 3.736  0.471
H: 0.276 -7.424 2.595  0.468
H: -1.369 -5.930 1.544  0.469
H: -3.660 -4.606 0.032  0.427
H: -5.862 -5.272 0.889  0.453
H: -6.574 -4.584 3.146  0.435
H: -5.080 -3.228 4.568  0.465
H: -2.855 -2.558 3.738  0.512
H: -2.144 -1.631 -2.954  0.260
H: -2.372 -1.718 -5.396  0.472
H: -0.506 -2.538 -6.787  0.444
H: 1.602 -3.270 -5.739  0.469
H: 1.848 -3.215 -3.289  0.444
H: 0.599 -5.222 -1.225  0.465
H: 2.539 -6.503 -0.455  0.451
H: 4.493 -5.345 0.511  0.461
H: 4.518 -2.886 0.697  0.447
H: 2.559 -1.566 -0.079  0.126
Cl: 3.383 0.855 -0.066  -0.073
C: 3.661 0.541 1.661  -0.557
C: 2.625 -0.354 2.251  0.460
O: 2.840 -1.165 3.098  -0.490
O: 1.383 -0.149 1.759  -0.509
H: 3.659 1.492 2.191  0.405
H: 4.624 0.053 1.781  0.459
S: -0.421 2.321 0.273  -0.013
Sb: 0.907 3.926 -0.967  2.147
C: 2.861 4.335 -0.412  1.097
C: 3.040 5.190 0.673  -0.678
C: 4.326 5.599 0.993  -0.671
C: 5.402 5.176 0.226  -0.613
C: 5.209 4.336 -0.863  -0.918
C: 3.935 3.902 -1.188  -0.600
C: 0.564 3.533 -2.975  0.766
C: -0.760 3.293 -3.339  -0.660
C: -1.065 3.111 -4.678  -0.747
C: -0.060 3.168 -5.635  -0.594
C: 1.254 3.413 -5.265  -0.699
C: 1.576 3.605 -3.928  -0.512
C: -0.273 5.546 -0.417  0.830
C: -0.534 5.793 0.931  -0.724
C: -1.274 6.912 1.277  -0.799
C: -1.753 7.764 0.288  -0.516
C: -1.499 7.504 -1.049  -0.740
C: -0.754 6.390 -1.412  -0.534
H: 2.202 5.559 1.249  0.363
H: 4.482 6.264 1.831  0.461
H: 6.400 5.511 0.472  0.432
H: 6.053 4.018 -1.461  0.443
H: 3.797 3.231 -2.025  0.415
H: -1.547 3.261 -2.594  0.427
H: -2.090 2.938 -4.979  0.451
H: -0.305 3.033 -6.679  0.450
H: 2.029 3.471 -6.016  0.448
H: 2.597 3.827 -3.655  0.362
H: -0.174 5.126 1.706  0.431
H: -1.469 7.128 2.319  0.441
H: -2.324 8.639 0.565  0.425
H: -1.871 8.173 -1.813  0.431
H: -0.545 6.201 -2.458  0.430



# 3
Here is C47H45O6P4Sr as an isolated structure in a non-equilibrium geometry from OMol25. Energies are from ωB97M-V/def2-TZVPD.

Output
max |F| = 1.13 eV/Å
total charge = +1
lowest unoccupied orbital energy = -2.4 eV
energy relative to the best compared isomer or geometry (same formula, charge and spin) = 154.6 kJ/mol
HOMO = -0.3172 Ha
frontier orbital gap = 0.2272 Eh

Last column: Mulliken charge in e.
Geometry (Å):
Sr: -0.090 -1.103 0.965  1.787
O: 1.328 -0.888 3.772  -0.693
C: 1.858 -1.026 2.664  1.148
C: 3.370 -1.061 2.601  -0.321
C: 4.157 -1.215 3.739  -0.949
C: 5.535 -1.275 3.631  -0.779
C: 6.136 -1.176 2.379  -0.631
C: 5.362 -1.017 1.240  -1.111
C: 3.972 -0.961 1.343  0.004
P: 2.857 -0.845 -0.106  2.154
C: 2.570 0.942 -0.359  0.331
C: 2.564 1.843 0.705  -0.710
C: 2.135 3.154 0.516  -0.953
C: 1.711 3.580 -0.733  -0.388
C: 1.716 2.688 -1.802  -0.644
C: 2.133 1.380 -1.616  -0.602
C: 3.903 -1.315 -1.521  -0.148
C: 3.720 -2.589 -2.053  -0.537
C: 4.502 -3.033 -3.110  -0.698
C: 5.466 -2.198 -3.654  -0.561
C: 5.649 -0.920 -3.141  -0.772
C: 4.873 -0.481 -2.080  -0.399
H: 3.659 -1.283 4.699  0.549
H: 6.149 -1.400 4.514  0.415
H: 7.213 -1.227 2.291  0.436
H: 5.844 -0.955 0.273  0.427
H: 2.897 1.520 1.685  0.500
H: 2.143 3.846 1.349  0.729
H: 1.388 4.603 -0.876  0.432
H: 1.394 3.014 -2.784  0.445
H: 2.113 0.685 -2.447  0.437
H: 2.952 -3.234 -1.641  0.366
H: 4.353 -4.026 -3.514  0.435
H: 6.075 -2.540 -4.481  0.407
H: 6.399 -0.266 -3.566  0.427
H: 5.019 0.517 -1.684  0.486
O: -0.089 -0.839 -1.708  -0.289
P: -1.249 0.110 -1.679  -0.484
C: -0.992 1.386 -0.346  1.323
P: -1.787 1.742 1.275  1.644
O: -1.372 0.705 2.285  -0.894
C: -1.175 3.364 1.699  0.440
C: -1.616 4.506 1.032  -0.581
C: -1.098 5.743 1.376  -0.847
C: -0.154 5.838 2.394  -0.469
C: 0.273 4.703 3.067  -0.800
C: -0.232 3.458 2.719  -0.378
C: -3.558 1.866 1.040  0.743
C: -4.340 1.785 2.191  -1.014
C: -5.720 1.868 2.094  -0.783
C: -6.320 2.036 0.852  -0.559
C: -5.544 2.122 -0.295  -0.787
C: -4.164 2.038 -0.201  -0.008
C: -2.767 -0.825 -1.375  1.757
C: -3.544 -1.350 -2.400  -0.550
C: -4.646 -2.130 -2.074  -0.839
C: -4.979 -2.380 -0.747  -0.539
C: -4.207 -1.856 0.283  -1.507
C: -3.092 -1.110 -0.052  0.375
C: -1.411 0.988 -3.232  0.601
C: -0.997 0.263 -4.352  -0.773
C: -1.100 0.818 -5.618  -0.712
C: -1.611 2.099 -5.772  -0.596
C: -2.014 2.827 -4.661  -0.984
C: -1.915 2.275 -3.394  0.004
H: -1.045 2.320 -0.919  0.710
H: 0.080 1.370 -0.072  -1.720
H: -2.375 4.434 0.260  0.332
H: -1.437 6.634 0.865  0.453
H: 0.242 6.807 2.668  0.431
H: 0.998 4.785 3.865  0.477
H: 0.092 2.561 3.234  0.483
H: -3.869 1.642 3.157  0.562
H: -6.327 1.803 2.987  0.459
H: -7.398 2.100 0.779  0.433
H: -6.011 2.251 -1.262  0.491
H: -3.571 2.092 -1.109  0.380
H: -3.313 -1.147 -3.438  0.524
H: -5.262 -2.534 -2.866  0.453
H: -5.856 -2.971 -0.519  0.492
H: -4.470 -2.016 1.320  0.538
H: -2.571 -0.526 0.697  0.001
H: -0.568 -0.724 -4.224  0.478
H: -0.771 0.254 -6.480  0.451
H: -1.689 2.536 -6.759  0.423
H: -2.402 3.830 -4.779  0.478
H: -2.232 2.873 -2.546  0.229
C: -2.456 -5.262 0.847  -0.452
O: -1.038 -5.328 0.712  -0.335
P: -0.123 -4.305 1.543  0.559
O: -0.555 -4.700 3.042  -0.481
C: -0.394 -3.790 4.139  -0.406
O: 1.247 -5.077 1.257  -0.479
C: 2.502 -4.423 1.487  -0.111
H: -2.865 -6.059 0.233  0.279
H: -2.838 -4.303 0.487  0.062
H: -2.753 -5.413 1.885  0.286
H: -1.323 -3.783 4.705  0.330
H: -0.152 -2.777 3.810  0.050
H: 0.416 -4.142 4.775  0.249
H: 2.880 -4.689 2.474  0.326
H: 2.404 -3.337 1.423  -0.282
H: 3.195 -4.770 0.725  0.331



# 4
Here is C47H46F4N2PtSTe as an isolated structure from OMol25. Energies are from ωB97M-V/def2-TZVPD.

Output
max |F| = 0.37 eV/Å
total charge = 0
lowest unoccupied orbital energy (spin up / spin down) = -0.9 / -0.9 eV
energy relative to the best compared isomer or geometry (same formula, charge and spin) = 0.0 kJ/mol
HOMO (spin up / spin down) = -0.2576 / -0.2576 Ha
frontier orbital gap (spin up / spin down) = 0.2232 / 0.2232 Eh

Last column: Mulliken charge in e.
Geometry (Å):
Pt: 0.215 0.599 -1.120  2.581
C: 1.807 3.729 3.538  -1.934
C: 0.898 2.910 2.620  1.396
C: -0.271 3.756 2.106  -1.429
C: 0.355 1.648 3.278  1.280
C: -0.238 1.797 4.526  -0.254
C: -0.874 0.745 5.158  -1.514
C: -0.962 -0.467 4.504  -0.387
C: -0.400 -0.670 3.247  0.546
C: -0.692 -1.999 2.570  3.019
C: -2.163 -2.037 2.143  -1.779
C: -0.404 -3.209 3.464  -2.211
C: 0.314 0.383 2.649  -1.369
N: 0.972 0.241 1.382  1.661
C: 3.320 0.031 0.759  -0.425
C: 3.749 1.011 1.667  -0.296
C: 4.846 1.814 1.434  -1.039
C: 5.582 1.642 0.267  -0.695
C: 5.212 0.661 -0.629  -0.449
C: 4.100 -0.129 -0.375  0.983
F: 3.818 -1.064 -1.302  -0.409
H: 2.247 4.555 2.976  0.430
H: 2.618 3.121 3.946  0.338
H: 1.262 4.162 4.378  0.408
H: 1.509 2.670 1.749  -0.403
H: -0.887 4.099 2.939  0.440
H: -0.907 3.179 1.432  0.081
H: 0.095 4.627 1.559  0.342
H: -0.212 2.766 5.007  0.331
H: -1.321 0.878 6.135  0.415
H: -1.502 -1.281 4.972  0.383
H: -0.081 -2.079 1.674  -1.337
H: -2.809 -1.851 3.003  0.477
H: -2.417 -3.019 1.740  0.373
H: -2.388 -1.281 1.389  0.291
H: -1.125 -3.273 4.281  0.407
H: 0.594 -3.170 3.894  0.393
H: -0.491 -4.127 2.879  0.443
H: 3.194 1.132 2.589  0.308
H: 5.131 2.564 2.160  0.471
H: 6.442 2.266 0.061  0.421
H: 5.760 0.492 -1.545  0.520
F: 3.118 6.295 -2.502  -0.320
C: 2.318 5.313 -2.043  0.406
F: 1.071 5.615 -2.437  -0.214
F: 2.344 5.395 -0.700  -0.178
C: 2.767 3.963 -2.539  0.046
C: 3.787 3.889 -3.468  -0.488
C: 4.188 2.651 -3.943  -0.918
C: 3.558 1.533 -3.428  -0.487
N: 2.594 1.582 -2.514  -0.071
C: 2.164 2.774 -2.094  0.574
S: 0.795 2.818 -0.976  -0.728
H: 4.255 4.797 -3.823  0.513
H: 4.973 2.558 -4.680  0.453
H: 3.857 0.537 -3.740  0.474
C: -3.037 -4.238 -2.721  -0.669
C: -2.820 -3.713 -1.452  -0.569
C: -1.828 -2.772 -1.251  0.755
C: -1.034 -2.345 -2.313  1.056
C: -1.262 -2.867 -3.582  -0.421
C: -2.258 -3.810 -3.785  -0.753
C: 0.136 -1.468 -2.095  -1.762
C: 0.781 -1.346 -0.893  -0.756
C: 1.616 -1.736 0.061  0.617
C: 2.058 -0.772 1.159  2.493
C: 2.468 -1.515 2.409  -0.915
C: 2.877 -2.780 2.357  -0.814
C: 2.796 -3.567 1.131  -1.079
C: 2.181 -3.081 0.048  -1.320
H: -3.813 -4.977 -2.878  0.442
H: -3.437 -4.029 -0.620  0.427
H: -1.661 -2.351 -0.270  -0.054
H: -0.645 -2.540 -4.411  0.445
H: -2.424 -4.212 -4.777  0.417
H: 0.712 -1.223 -2.985  0.530
H: 1.338 1.148 1.130  -1.270
H: 2.505 -0.951 3.332  0.401
H: 3.248 -3.261 3.254  0.516
H: 3.194 -4.574 1.130  0.414
H: 2.038 -3.681 -0.842  0.543
C: -6.514 -2.305 -1.407  -1.783
C: -5.353 -1.393 -1.692  0.476
C: -4.758 -0.654 -0.681  -1.075
C: -3.678 0.193 -0.922  0.822
C: -3.125 0.991 0.228  -1.511
C: -3.167 0.273 -2.226  0.172
Te: -1.604 1.637 -2.646  0.023
C: -3.767 -0.451 -3.266  1.123
C: -3.285 -0.351 -4.690  -2.164
C: -4.852 -1.270 -2.980  -0.420
H: -6.602 -2.510 -0.340  0.379
H: -6.403 -3.256 -1.932  0.354
H: -7.454 -1.857 -1.739  0.389
H: -5.143 -0.736 0.331  0.248
H: -3.684 0.784 1.141  0.444
H: -3.180 2.062 0.018  0.425
H: -2.070 0.765 0.411  -0.019
H: -2.207 -0.509 -4.750  0.462
H: -3.482 0.638 -5.106  0.440
H: -3.783 -1.091 -5.317  0.360
H: -5.303 -1.842 -3.784  0.312



Total energy? In order: -179298.097, -115044.055, -99744.702, -84711.224 eV.